# 1
Computed, not measured: 7 unconnected molecules or ions with the total composition C19H45ClO9S6Si at a distorted geometry, with ωB97M-V/def2-TZVPD.

Computed properties:
LUMO energy = -1.5 eV
frontier orbital gap = 7.11 eV

Element x y z (Å)
Cl  2.485  1.093  0.998
S  0.154  -2.339  5.418
S  9.830  3.287  1.808
S  -2.951  0.293  -5.410
S  -6.672  1.710  -4.364
S  -10.709  0.663  -1.368
S  7.789  -0.012  2.728
Si  -0.732  -0.471  0.287
O  1.059  -3.197  -1.249
O  9.865  3.083  0.327
O  8.951  0.095  3.661
O  -7.362  0.394  -4.539
O  3.784  -1.876  1.857
O  -9.593  1.656  -1.377
O  2.751  -3.069  0.254
O  -0.284  -1.125  6.169
O  -2.935  0.858  -4.028
C  6.687  -1.278  3.386
C  1.793  -1.995  4.743
C  10.841  1.997  2.555
C  2.199  -0.627  0.613
C  -1.371  0.702  -6.179
C  10.966  4.636  2.194
C  8.332  -0.962  1.293
C  -10.121  -0.812  -2.224
C  -2.067  -1.809  0.616
C  0.989  -1.300  0.236
C  0.700  -3.558  6.630
C  -2.644  -1.480  -5.273
C  1.448  -2.725  -0.199
C  -1.190  0.869  -0.946
C  -0.674  0.416  2.031
C  3.176  -1.842  0.798
C  -6.361  2.380  -6.011
C  -10.761  -0.075  0.277
C  -7.926  2.919  -3.899
H  10.558  5.559  1.780
H  -5.966  3.393  -5.923
H  -1.048  0.460  -1.988
H  -2.275  1.168  -0.737
H  -0.166  -0.245  2.794
H  -11.485  -0.891  0.287
H  -1.679  -2.836  0.342
H  9.066  -0.370  0.746
H  5.886  -1.470  2.672
H  -7.285  2.385  -6.592
H  -3.500  -1.940  -4.778
H  10.350  1.042  2.401
H  10.939  2.183  3.625
H  -0.549  0.390  -5.532
H  -1.744  -1.657  -4.682
H  2.198  -2.900  4.287
H  -3.023  -1.637  0.035
H  11.943  4.439  1.750
H  -8.295  2.668  -2.903
H  -0.094  1.379  1.959
H  11.058  4.735  3.277
H  8.789  -1.898  1.617
H  -2.530  -1.908  -6.270
H  -10.865  -1.605  -2.135
H  -2.360  -1.887  1.713
H  -1.328  1.781  -6.324
H  -5.625  1.747  -6.506
H  7.246  -2.194  3.580
H  -0.559  1.786  -0.753
H  1.696  -1.220  3.982
H  -0.168  -3.888  7.202
H  -9.979  -0.565  -3.276
H  2.456  -1.644  5.536
H  1.139  -4.414  6.114
H  -1.694  0.643  2.424
H  -1.297  0.205  -7.148
H  1.431  -3.111  7.306
H  11.826  1.979  2.083
H  6.258  -0.910  4.319
H  7.477  -1.165  0.646
H  -7.482  3.916  -3.878
H  -11.070  0.691  0.989
H  -9.772  -0.446  0.550
H  -9.171  -1.137  -1.797
H  -8.753  2.891  -4.610

=====

# 2
Computed, not measured: a molecular structure, C4H10O2, with ωB97M-V/def2-TZVPD.

Computed properties:
LUMO energy = 0.9 eV
frontier orbital gap = 10.86 eV
ΔE to the lowest compared entry with this formula, charge and spin = 174.3 kJ/mol

Element x y z (Å)
O  -1.148  -1.076  0.516
O  2.701  0.916  1.476
C  -1.551  -0.170  -1.775
C  -0.010  -0.560  1.216
C  0.218  0.464  0.079
C  -0.575  -0.570  -0.708
H  -0.364  1.373  0.270
H  -2.158  -1.035  -2.058
H  2.217  1.749  1.535
H  0.127  -1.328  -1.096
H  1.996  0.263  1.421
H  -2.205  0.640  -1.435
H  -0.242  -0.227  2.234
H  1.208  0.734  -0.295
H  -0.988  0.163  -2.656
H  0.774  -1.338  1.278

=====

# 3
Computed, not measured: a molecular structure, C22H27N6O3PbS4, with ωB97M-V/def2-TZVPD.

Computed properties:
LUMO energy = -4.1 eV
frontier orbital gap = 6.25 eV
ΔE to the lowest compared entry with this formula, charge and spin = 0.0 kJ/mol
charge = +1

Element x y z (Å)
Pb  0.234  0.852  -0.904
S  -0.335  3.072  -4.939
S  1.225  -3.369  3.123
S  -0.731  3.384  -1.942
S  0.130  -1.582  2.207
O  0.013  -4.027  3.504
O  1.942  -3.902  1.993
O  2.012  -2.707  4.125
N  -0.112  1.132  -3.277
N  0.151  -1.716  -0.908
N  -1.989  -0.208  -0.658
N  -0.980  0.787  1.520
N  1.390  -0.339  2.215
N  2.748  -0.404  -0.613
C  -0.380  2.433  -3.327
C  -2.270  2.462  3.225
C  2.160  1.906  2.815
C  -1.043  -2.273  -1.573
C  2.773  -0.831  1.884
C  0.154  0.585  -4.530
C  -2.189  -1.222  -1.679
C  0.483  -0.741  -4.793
C  -0.924  2.172  3.434
C  1.380  -2.539  -0.961
C  0.073  1.504  -5.576
C  -2.960  1.883  2.168
C  -2.841  0.204  0.187
C  0.300  1.122  -6.893
C  0.620  -0.200  -7.147
C  0.715  -1.124  -6.102
C  1.120  0.882  2.528
C  -4.298  -0.154  0.198
C  2.682  -1.750  -1.215
C  -2.265  1.025  1.322
C  3.443  -0.217  0.664
C  -0.318  1.310  2.538
H  1.896  2.378  3.765
H  3.579  0.857  0.786
H  3.519  -2.376  -0.887
H  2.145  2.697  2.060
H  -2.784  3.133  3.900
H  1.287  -3.266  -1.769
H  0.566  -1.454  -3.978
H  -1.406  -3.155  -1.038
H  0.803  -0.520  -8.163
H  -0.079  -1.655  0.085
H  1.463  -3.111  -0.032
H  2.793  -1.607  -2.291
H  3.403  -0.706  2.762
H  3.214  0.202  -1.278
H  -4.773  0.105  1.141
H  -2.150  -0.725  -2.650
H  4.444  -0.665  0.651
H  -4.430  -1.224  0.036
H  -4.008  2.101  2.012
H  -3.153  -1.724  -1.596
H  2.672  -1.903  1.733
H  0.233  1.841  -7.699
H  -0.770  -2.596  -2.577
H  -0.393  2.585  4.281
H  -4.815  0.368  -0.610
H  0.972  -2.151  -6.321
H  3.159  1.496  2.904

=====

# 4
Computed, not measured: C4H12N2 in the gas phase, with ωB97M-V/def2-TZVPD.

Computed properties:
SMILES = CNCCCN
LUMO energy = 1.2 eV
frontier orbital gap = 9.52 eV
ΔE to the lowest compared entry with this formula, charge and spin = 65.4 kJ/mol

Element x y z (Å)
N  1.117  2.069  -1.817
N  -1.168  -0.501  0.798
C  0.083  -0.945  0.245
C  0.463  -0.146  -0.992
C  -1.758  -1.307  1.830
C  1.081  1.211  -0.650
H  0.921  -0.879  0.961
H  1.616  1.656  -2.599
H  -2.770  -0.948  2.031
H  -1.265  0.497  0.893
H  1.531  2.961  -1.583
H  0.436  1.722  0.069
H  -0.402  -0.027  -1.636
H  -0.044  -2.005  0.013
H  1.195  -0.714  -1.588
H  -1.868  -2.321  1.438
H  2.065  0.987  -0.211
H  -1.233  -1.311  2.798

=====

# 5
Computed, not measured: 2 unconnected molecules or ions with the total composition C3H4ClN3 at a distorted geometry, with ωB97M-V/def2-TZVPD.

Computed properties:
LUMO energy (alpha / beta) = -1.7 / -1.7 eV
frontier orbital gap (alpha / beta) = 7.23 / 7.23 eV
ΔE to the lowest compared entry with this formula, charge and spin = 479.6 kJ/mol

Element x y z (Å)
Cl  -2.857  -0.493  0.080
N  0.096  -1.138  -0.307
N  1.026  0.827  0.137
N  -0.007  0.160  -0.294
C  -2.215  0.996  -0.177
C  1.942  -0.112  0.433
C  1.357  -1.411  0.168
H  2.927  0.317  0.485
H  -2.355  1.353  -1.315
H  -1.916  1.808  0.507
H  2.002  -2.309  0.283

=====

# 6
Computed, not measured: C2H4NP in the gas phase at a distorted geometry, with ωB97M-V/def2-TZVPD.

Computed properties:
SMILES = CP1=CN=1
LUMO energy = 0.8 eV
frontier orbital gap = 9.90 eV
ΔE to the lowest compared entry with this formula, charge and spin = 121.1 kJ/mol

Element x y z (Å)
P  0.763  0.880  0.191
N  1.576  -0.919  0.414
C  1.334  -0.576  -0.717
C  -1.044  0.529  0.372
H  -1.711  1.117  -0.100
H  1.547  -1.063  -1.752
H  -1.141  -0.473  0.057
H  -1.325  0.506  1.535

=====

Q: Which E_tot values were calculated for the entries above? A: -124265.3888, -8403.7404, -86918.4919, -7322.3515, -20163.5871, -12915.2739, in eV.